Molecular formula: C28H33O2Si
Method: DFT, ωB97M-V/def2-TZVPD

Properties
Frontier orbital gap = 5.46 eV
Relative energy (zero: lowest compared OMol25 entry of this formula, charge and spin) = 84.8 kJ/mol
Total energy = -41538.134 eV
Highest occupied orbital energy = -10.98 eV

```
! RIJCOSX wB97M-V def2-TZVPD def2/J DEFGRID3
* xyz 1 1
C 2.95490 -4.82542 0.81561
Si 1.92369 -3.32746 1.22227
C 1.25347 -3.47130 2.96183
C 2.80042 -1.69902 0.99912
O 0.69511 -3.36417 0.05634
C -0.63188 -3.15187 0.24156
C -1.10182 -1.94213 0.66937
C -2.41252 -1.86803 1.38031
C -3.37230 -3.02854 1.07186
C -2.66115 -4.37622 1.03168
C -1.50949 -4.35705 0.02828
H 3.80077 -4.89994 1.51307
H 2.36395 -5.74807 0.89842
H 3.35304 -4.77290 -0.20634
H 2.11610 -3.58604 3.63834
H 0.69267 -2.57953 3.27662
H 0.60571 -4.35155 3.08603
H 3.64325 -1.65625 1.70498
H 3.19566 -1.59320 -0.02074
H 2.14388 -0.84117 1.19890
H -0.42264 -1.09243 0.78263
H -2.20779 -1.86150 2.46659
H -2.93333 -0.92627 1.16230
H -4.17091 -3.05162 1.82306
H -3.84109 -2.84898 0.09592
H -2.27890 -4.62400 2.03140
H -3.37405 -5.16286 0.75831
H -1.92404 -4.28766 -0.99279
H -0.92949 -5.28895 0.10031
C 1.43571 6.60492 2.72277
C 1.33213 6.77570 1.33877
C 0.22624 6.27825 0.64292
C -0.76078 5.60362 1.36157
O -1.82307 4.98978 0.68089
C -1.55731 3.80728 -0.00536
C -1.80947 2.59276 0.64166
C -1.41931 1.41762 0.04177
C -0.78824 1.38383 -1.23941
C -0.31518 0.13908 -1.74549
C 0.42408 -0.07350 -2.94433
C 0.47743 -1.39802 -3.48493
C 0.97590 -1.62985 -4.75941
C 1.48081 -0.57064 -5.53163
C 1.55539 0.71461 -4.97067
C 1.11162 0.94613 -3.67235
C -0.73502 2.63542 -1.93335
C -1.03639 3.83188 -1.30423
C -0.70979 5.47716 2.75312
C 0.41480 5.95820 3.42656
H 2.31294 6.98231 3.25629
H 2.11136 7.29857 0.78020
H 0.11197 6.39411 -0.43637
H -2.27149 2.60224 1.62690
H -1.59974 0.47600 0.55551
H -0.64048 -0.76097 -1.22819
H 0.07883 -2.21462 -2.87786
H 0.96347 -2.63851 -5.16935
H 1.82510 -0.74910 -6.55252
H 1.96230 1.53896 -5.55532
H 1.28564 1.91840 -3.20908
H -0.45611 2.65689 -2.98517
H -0.88177 4.79140 -1.79653
H -1.53122 4.97938 3.26883
H 0.47842 5.82481 4.50850
*
```


Molecular formula: C28H34BrCl3N8O6SSiZr
Method: DFT, ωB97M-V/def2-TZVPD

Properties
Frontier orbital gap = 7.98 eV
Relative energy (zero: lowest compared OMol25 entry of this formula, charge and spin) = 359.5 kJ/mol
Total energy = -181405.711 eV
Highest occupied orbital energy = -7.72 eV

```
! RIJCOSX wB97M-V def2-TZVPD def2/J DEFGRID3
* xyz 0 1
Zr 1.31300 -0.35724 0.86075
N 2.28543 4.21638 0.80523
C 1.85127 2.93752 1.06288
S 3.03151 1.67120 0.91743
N 0.57907 2.80062 1.30262
N 0.27714 1.48073 1.64448
C -0.74613 1.36704 2.41825
C -0.92377 0.26980 3.34869
C -2.06842 0.23330 4.15677
C -2.13826 -0.58521 5.26213
C -1.01419 -1.34258 5.61639
C 0.12528 -1.32136 4.84467
C 0.17583 -0.56775 3.65817
O 1.24106 -0.61847 2.89745
H 3.28011 4.36052 0.84727
H 1.70820 4.95158 1.18193
H -1.37849 2.24678 2.54827
H -2.89763 0.88527 3.90744
H -3.02788 -0.60628 5.87426
H -1.03897 -1.95149 6.51100
H 0.99771 -1.90549 5.10599
C -1.17244 -3.02866 2.39623
C -1.54429 -2.07965 1.29412
O -0.75765 -1.20923 0.90380
N -2.77779 -2.25993 0.78861
C -3.38628 -1.70639 -0.41779
C -3.79416 -0.25279 -0.44752
C -5.09212 0.04214 -0.86035
C -5.46716 1.36564 -0.99929
C -4.53504 2.34864 -0.72238
C -3.26769 1.95629 -0.31795
N -2.90020 0.68627 -0.17754
H -0.09158 -3.03326 2.50976
H -1.51819 -4.03636 2.16958
H -1.63143 -2.69349 3.32780
H -3.23632 -3.08764 1.14027
H -4.30156 -2.28298 -0.55069
H -2.73965 -1.91547 -1.27330
H -5.79442 -0.75244 -1.07276
H -6.46872 1.62154 -1.31864
H -4.77716 3.39754 -0.81498
H -2.50486 2.69006 -0.10257
C -1.48105 2.58844 -4.67334
N -0.28967 2.09366 -4.03001
C 0.60482 1.32317 -4.86371
C 0.28693 2.76814 -2.93991
N 0.79571 2.07735 -2.00281
N 0.20324 4.15407 -2.95618
C 0.47723 4.89374 -4.17185
C 0.55081 4.85875 -1.73933
H -2.16739 1.75755 -4.86275
H -1.28122 3.07668 -5.63779
H -1.98215 3.30421 -4.02663
H 1.04255 1.92749 -5.67448
H 0.07350 0.48939 -5.32540
H 1.40961 0.92281 -4.25083
H 1.39781 2.64906 -1.41152
H 0.36037 4.25908 -5.04232
H 1.50463 5.27813 -4.17131
H -0.20308 5.74388 -4.26672
H 1.63479 4.90766 -1.57296
H 0.10294 4.36295 -0.87681
H 0.16797 5.87865 -1.79994
O 0.60140 -0.86070 -1.38096
O 2.01101 -0.69964 -1.00080
Br 6.35513 -7.42718 1.80942
C 5.25772 -5.89865 1.60452
C 4.02525 -6.03164 0.98451
C 3.22159 -4.91216 0.84626
C 3.66058 -3.67849 1.30937
C 4.90256 -3.55944 1.92049
C 5.70741 -4.67562 2.07842
C 2.79823 -2.48163 1.15716
O 3.29340 -1.32271 1.25389
O 1.56026 -2.60435 0.93072
H 3.70151 -6.99498 0.61850
H 2.25175 -4.98493 0.37233
H 5.22966 -2.58880 2.26396
H 6.67187 -4.59965 2.55907
Cl 0.16952 -3.91342 -1.59365
Si 0.51549 -2.09360 -2.45436
Cl -1.15184 -1.69324 -3.56493
Cl 2.13598 -2.22872 -3.64381
*
```


Molecular formula: C28H34F3IrN3OS3Sb
Method: DFT, ωB97M-V/def2-TZVPD

Properties
Frontier orbital gap = 6.75 eV
Relative energy (zero: lowest compared OMol25 entry of this formula, charge and spin) = 0.0 kJ/mol
Total energy = -86129.909 eV
Highest occupied orbital energy = -13.63 eV

```
! RIJCOSX wB97M-V def2-TZVPD def2/J DEFGRID3
* xyz 2 1
Ir -0.01219 -0.38572 0.10950
S 0.08977 -0.62669 2.41852
C 1.70311 -0.32161 2.84405
N 2.07258 -0.05462 4.07017
C 3.48633 0.18019 4.39753
C 4.32885 -0.75429 3.58001
N 4.00580 -0.56036 2.15922
C 5.15871 -0.59842 1.23264
C 6.04655 0.59905 1.45988
C 5.56819 1.87974 1.19055
C 6.37326 2.98366 1.41736
C 7.66222 2.81420 1.91026
C 8.14334 1.54187 2.17433
C 7.33410 0.43435 1.95304
C 2.77090 -0.35233 1.77636
S 2.33078 -0.12185 0.15944
C 1.13565 0.01790 5.21437
C 1.34116 -1.16234 6.12943
C 1.02549 -2.44760 5.69264
C 1.23553 -3.53519 6.52373
C 1.76130 -3.34604 7.79683
C 2.07078 -2.06940 8.23751
C 1.86523 -0.97826 7.40240
H 3.61505 -0.01448 5.45988
H 3.73293 1.22446 4.18920
H 4.13919 -1.79608 3.85131
H 5.38611 -0.53678 3.71244
H 4.77681 -0.63922 0.21640
H 5.69638 -1.52602 1.43591
H 4.57054 2.01208 0.78404
H 6.00475 3.97699 1.19876
H 8.29254 3.67642 2.08032
H 9.14896 1.40753 2.54878
H 7.71698 -0.56081 2.14999
H 0.12256 0.06967 4.82474
H 1.35203 0.95333 5.73250
H 0.59035 -2.59336 4.70935
H 0.97832 -4.53116 6.18872
H 1.91870 -4.19548 8.44746
H 2.46816 -1.91868 9.23195
H 2.09565 0.02085 7.75530
F -4.52865 -0.02146 -4.30901
C -4.01799 -0.20256 -3.09273
F -4.34842 -1.43652 -2.67983
F -4.59526 0.67169 -2.25879
C -2.51771 -0.03223 -3.09488
C -1.81970 0.28222 -4.24493
C -0.43305 0.41942 -4.20725
C 0.21881 0.22981 -3.01058
N -0.46112 -0.07869 -1.89902
C -1.80056 -0.20193 -1.91307
S -2.34482 -0.59428 -0.29878
H -2.35696 0.41831 -5.17392
H 0.12775 0.66591 -5.09632
H 1.29331 0.31810 -2.91589
C 0.37635 2.97360 0.16725
O -0.40549 1.77962 0.35810
H 0.52867 3.48196 1.11775
H -0.12232 3.63274 -0.54027
H 1.33405 2.65948 -0.23842
H -1.31114 1.97391 0.62996
C 1.93801 -3.78520 0.12501
Sb 0.05570 -2.88982 -0.23328
C -0.46674 -3.48909 -2.18547
C -1.25223 -3.95205 1.02967
H 1.85327 -4.85859 -0.03669
H 2.23695 -3.60361 1.15691
H 2.68494 -3.37218 -0.54985
H -0.40629 -4.57499 -2.23508
H 0.21695 -3.05241 -2.91085
H -1.48606 -3.17264 -2.40048
H -1.13363 -5.01672 0.83548
H -2.27578 -3.64946 0.82084
H -1.01348 -3.74043 2.07016
*
```


Copy entry 3 word for word.
Molecular formula: C28H34F3IrN3OS3Sb
Method: DFT, ωB97M-V/def2-TZVPD

Properties
Frontier orbital gap = 6.75 eV
Relative energy (zero: lowest compared OMol25 entry of this formula, charge and spin) = 0.0 kJ/mol
Total energy = -86129.909 eV
Highest occupied orbital energy = -13.63 eV

```
! RIJCOSX wB97M-V def2-TZVPD def2/J DEFGRID3
* xyz 2 1
Ir -0.01219 -0.38572 0.10950
S 0.08977 -0.62669 2.41852
C 1.70311 -0.32161 2.84405
N 2.07258 -0.05462 4.07017
C 3.48633 0.18019 4.39753
C 4.32885 -0.75429 3.58001
N 4.00580 -0.56036 2.15922
C 5.15871 -0.59842 1.23264
C 6.04655 0.59905 1.45988
C 5.56819 1.87974 1.19055
C 6.37326 2.98366 1.41736
C 7.66222 2.81420 1.91026
C 8.14334 1.54187 2.17433
C 7.33410 0.43435 1.95304
C 2.77090 -0.35233 1.77636
S 2.33078 -0.12185 0.15944
C 1.13565 0.01790 5.21437
C 1.34116 -1.16234 6.12943
C 1.02549 -2.44760 5.69264
C 1.23553 -3.53519 6.52373
C 1.76130 -3.34604 7.79683
C 2.07078 -2.06940 8.23751
C 1.86523 -0.97826 7.40240
H 3.61505 -0.01448 5.45988
H 3.73293 1.22446 4.18920
H 4.13919 -1.79608 3.85131
H 5.38611 -0.53678 3.71244
H 4.77681 -0.63922 0.21640
H 5.69638 -1.52602 1.43591
H 4.57054 2.01208 0.78404
H 6.00475 3.97699 1.19876
H 8.29254 3.67642 2.08032
H 9.14896 1.40753 2.54878
H 7.71698 -0.56081 2.14999
H 0.12256 0.06967 4.82474
H 1.35203 0.95333 5.73250
H 0.59035 -2.59336 4.70935
H 0.97832 -4.53116 6.18872
H 1.91870 -4.19548 8.44746
H 2.46816 -1.91868 9.23195
H 2.09565 0.02085 7.75530
F -4.52865 -0.02146 -4.30901
C -4.01799 -0.20256 -3.09273
F -4.34842 -1.43652 -2.67983
F -4.59526 0.67169 -2.25879
C -2.51771 -0.03223 -3.09488
C -1.81970 0.28222 -4.24493
C -0.43305 0.41942 -4.20725
C 0.21881 0.22981 -3.01058
N -0.46112 -0.07869 -1.89902
C -1.80056 -0.20193 -1.91307
S -2.34482 -0.59428 -0.29878
H -2.35696 0.41831 -5.17392
H 0.12775 0.66591 -5.09632
H 1.29331 0.31810 -2.91589
C 0.37635 2.97360 0.16725
O -0.40549 1.77962 0.35810
H 0.52867 3.48196 1.11775
H -0.12232 3.63274 -0.54027
H 1.33405 2.65948 -0.23842
H -1.31114 1.97391 0.62996
C 1.93801 -3.78520 0.12501
Sb 0.05570 -2.88982 -0.23328
C -0.46674 -3.48909 -2.18547
C -1.25223 -3.95205 1.02967
H 1.85327 -4.85859 -0.03669
H 2.23695 -3.60361 1.15691
H 2.68494 -3.37218 -0.54985
H -0.40629 -4.57499 -2.23508
H 0.21695 -3.05241 -2.91085
H -1.48606 -3.17264 -2.40048
H -1.13363 -5.01672 0.83548
H -2.27578 -3.64946 0.82084
H -1.01348 -3.74043 2.07016
*
```


> Look up the relative energy (zero: lowest compared OMol25 entry of this formula, charge and spin) of the third one.

0.0 kJ/mol


> Which formula does entry 1 have?

C28H33O2Si